1.
The following is a DFT calculation (ωB97M-V with the def2-TZVPD basis set) of 5 unconnected molecules or ions with the total composition C27H62N2O5 at a distorted geometry.

## Properties
HOMO level	-8.06	eV
gap between HOMO and LUMO	8.38	eV
LUMO level	0.32	eV
energy relative to the best compared isomer or geometry (same formula, charge and spin)	93.31	kcal/mol
multiplicity	1
F_max	3.11	eV Å⁻¹
SMILES	CC1(C)CCCC(C)(C)N1O.CC1(C)CCCC(C)(C)N1O.CC(C)O.CC(C)O.CC(C)O
net charge	0
E	-42215.5525	eV

Element x y z (Å)
C1 -1.2291 0.1739 -5.2587
C2 -2.8065 0.0394 -5.1371
C3 -3.4272 1.2368 -5.8074
C4 -3.2977 -1.2394 -5.9737
C5 -2.7485 -2.5529 -5.4368
C6 -3.1281 -2.6593 -3.9280
C7 -2.8918 -1.4589 -2.9637
C8 -3.9548 -1.5182 -1.6996
C9 -1.3834 -1.5936 -2.5304
N1 -3.2232 -0.2236 -3.7232
O1 -3.3101 0.9602 -3.0117
H1 -0.7289 -0.7316 -5.6021
H2 -0.9618 0.9770 -5.9454
H3 -0.7668 0.4837 -4.3214
H4 -3.2912 2.1538 -5.2341
H5 -3.2262 1.5197 -6.8407
H6 -4.4952 1.0546 -5.6875
H7 -4.3740 -1.4070 -6.0126
H8 -3.0353 -1.1000 -7.0225
H9 -3.2650 -3.2868 -6.0555
H10 -1.6885 -2.7689 -5.5699
H11 -2.6140 -3.5362 -3.5346
H12 -4.1487 -3.0390 -3.9772
H13 -4.2276 -0.5339 -1.3193
H14 -3.4625 -2.0017 -0.8558
H15 -4.8277 -2.1555 -1.8415
H16 -1.2779 -0.9659 -1.6456
H17 -0.6046 -1.4390 -3.2772
H18 -1.1253 -2.5646 -2.1076
H19 -4.2359 0.8994 -2.7651
C10 8.3919 -3.5812 -0.3943
C11 6.9750 -3.0263 0.0174
C12 6.2506 -2.4635 -1.3175
C13 6.2667 -4.3103 0.5158
C14 4.8552 -3.9809 1.1040
C15 4.9226 -3.0877 2.3329
C16 5.7250 -1.7753 1.9258
C17 4.6907 -0.8295 1.2309
C18 6.1453 -1.1369 3.2833
N2 7.0082 -2.1577 1.1671
O2 7.8691 -1.0684 1.1115
H20 8.8937 -3.9360 0.5060
H21 8.4524 -4.1514 -1.3213
H22 8.9531 -2.6914 -0.6798
H23 6.7060 -1.5167 -1.6075
H24 6.5346 -3.1334 -2.1291
H25 5.2037 -2.1602 -1.3027
H26 5.9417 -4.9667 -0.2914
H27 6.8638 -4.9153 1.1981
H28 4.1188 -3.4401 0.5097
H29 4.4002 -4.9331 1.3767
H30 5.3089 -3.6888 3.1561
H31 3.9062 -2.8405 2.6392
H32 4.1324 -1.1475 0.3504
H33 5.2372 0.0811 0.9857
H34 3.9310 -0.5082 1.9434
H35 7.1655 -0.7541 3.2556
H36 6.3426 -1.9151 4.0206
H37 5.5129 -0.3849 3.7553
H38 8.7501 -1.3339 1.3854
C19 -1.5267 3.1579 1.8446
C20 -0.7461 4.3744 1.2072
C21 0.7198 4.1298 1.1196
O3 -1.2591 4.5363 -0.0862
H39 -0.9798 2.7397 2.6896
H40 -1.6105 2.3770 1.0888
H41 -2.5066 3.5475 2.1205
H42 -0.8775 5.2726 1.8106
H43 1.1257 4.0373 2.1269
H44 1.1851 4.9746 0.6117
H45 0.9301 3.2332 0.5364
H46 -1.2536 3.6846 -0.5290
C22 -7.5332 4.5163 -1.4317
C23 -8.3370 5.7540 -1.1406
C24 -7.3751 6.9028 -1.1108
O4 -9.2709 5.9329 -2.1755
H47 -8.0883 3.5785 -1.4143
H48 -6.8130 4.2203 -0.6690
H49 -7.0227 4.4987 -2.3947
H50 -8.9034 5.6371 -0.2167
H51 -6.7777 6.8963 -2.0224
H52 -6.7376 6.8351 -0.2292
H53 -7.9566 7.8239 -1.1480
H54 -8.9622 5.5850 -3.0154
C25 -0.4565 -0.4210 6.9854
C26 -0.3361 -0.6867 8.4872
C27 0.3084 -1.9729 8.8688
O5 0.3108 0.4442 8.9697
H55 0.4880 -0.5675 6.4614
H56 -0.9546 0.5219 6.7599
H57 -1.1216 -1.0707 6.4165
H58 -1.2592 -0.7268 9.0655
H59 1.3150 -1.8866 9.2779
H60 0.1550 -2.6361 8.0175
H61 -0.2582 -2.4964 9.6388
H62 0.6882 0.2846 9.8379

Forces on the atoms, in the same order (eV/Å):
C -0.40 0.31 -0.03
C 1.69 -2.48 -0.82
C -1.83 0.99 1.68
C 1.29 0.64 0.37
C -0.03 0.55 0.62
C -0.58 -1.26 -0.76
C -0.45 -0.23 -0.65
C 1.99 -0.53 -0.64
C -0.75 0.24 1.44
N -0.78 -0.85 -2.13
O 0.21 0.27 1.02
H -0.09 -0.07 0.07
H -0.13 -0.09 -0.28
H -0.23 -0.13 0.15
H 0.39 0.01 0.14
H 0.45 -0.90 0.01
H -0.41 0.20 -0.46
H -0.27 0.75 0.51
H 0.36 0.12 -0.07
H 0.01 -0.58 0.50
H 0.16 0.55 -0.17
H 0.26 0.11 0.26
H -0.50 0.67 0.48
H -0.02 -0.04 -0.32
H 0.34 0.00 0.05
H -0.06 0.34 -0.69
H 0.56 0.61 -0.26
H -0.49 0.48 -0.11
H -0.58 -0.43 -0.14
H -0.12 0.76 0.26
C -0.13 2.92 0.36
C -0.89 -1.71 -1.76
C 1.55 0.38 0.82
C -2.79 0.93 -0.55
C 0.20 -0.21 1.22
C 0.78 -0.16 -0.95
C -0.71 -0.94 1.18
C 0.96 0.65 0.11
C 1.49 -0.45 0.16
N -1.04 -0.61 2.03
O -0.10 1.25 -1.27
H -0.04 -0.68 -0.31
H -0.50 -0.67 0.58
H 0.38 0.25 0.00
H 0.51 0.15 0.23
H -0.62 -0.18 -0.05
H -0.14 -0.90 0.35
H 0.86 0.01 -0.58
H 0.02 0.36 0.22
H 0.50 -0.43 -1.16
H -0.22 -0.07 -0.01
H 0.71 0.48 0.16
H 0.00 0.42 -0.01
H 0.43 -0.45 -0.04
H -0.05 0.15 -0.32
H 0.09 -0.23 0.28
H -0.21 0.69 -0.52
H -0.65 -0.33 0.07
H -0.27 -0.10 -0.49
H -0.09 -0.51 0.26
C 0.86 1.39 -0.18
C -0.53 -2.02 0.54
C 0.67 0.04 0.16
O -0.61 1.18 -0.62
H -0.24 0.09 0.20
H -0.12 -0.04 -0.01
H -0.06 -0.46 0.13
H -0.53 0.16 -0.32
H 0.28 -0.10 -0.06
H 0.14 -0.01 0.06
H 0.09 -0.15 0.08
H 0.04 -0.09 0.00
C 0.22 -2.20 0.65
C 0.92 -0.88 -0.83
C -0.33 0.74 0.09
O -1.25 0.41 -0.25
H -0.87 0.14 -0.29
H 0.47 0.81 0.15
H 0.09 0.54 -0.06
H 0.01 0.14 0.04
H 0.20 -0.11 0.07
H 0.08 0.28 -0.07
H 0.19 0.20 0.38
H 0.28 -0.06 0.13
C -1.02 -0.64 -0.47
C -1.01 0.46 0.05
C -0.14 -1.49 0.04
O 1.29 1.40 0.48
H 0.26 0.56 0.30
H 0.71 0.46 0.33
H -0.19 -0.77 0.55
H -0.96 0.20 -0.91
H 0.26 -0.07 -0.70
H 0.96 -0.29 -0.07
H -0.10 0.25 0.32
H -0.06 -0.07 0.08

2.
The following is a DFT calculation (ωB97M-V with the def2-TZVPD basis set) of a molecular structure, C27H63CoFN4O6P at a distorted geometry.

## Properties
HOMO level (spin up / spin down)	-16.29 / -16.29	eV
gap between HOMO and LUMO (spin up / spin down)	6.27 / 6.21	eV
⟨S²⟩	3.755
LUMO level (spin up / spin down)	-10.01 / -10.07	eV
multiplicity	4
F_max	5.01	eV Å⁻¹
net charge	+3
E	-96877.0398	eV

Element x y z (Å)
Co1 -0.8432 -0.6897 2.8024
C1 6.0553 0.1498 0.8692
C2 4.6125 0.5174 0.5257
C3 4.2325 1.7631 1.3045
C4 2.7002 1.9890 1.3477
N1 2.2518 3.3165 1.9129
C5 2.6981 4.5576 1.0668
C6 1.6471 5.5851 1.2894
C7 0.3262 4.8751 1.5596
C8 0.7102 3.4519 1.8899
C9 2.7176 3.5822 3.3560
H1 6.6760 1.0082 0.6125
H2 6.4483 -0.7485 0.3931
H3 6.2248 0.0272 1.9389
H4 3.9351 -0.3183 0.7015
H5 4.5289 0.6901 -0.5473
H6 4.8274 2.6525 1.0967
H7 4.4956 1.5426 2.3390
H8 2.1090 1.2028 1.8173
H9 2.3844 2.0425 0.3059
H10 3.6866 4.9548 1.2975
H11 2.6973 4.3418 -0.0016
H12 1.9210 6.2255 2.1278
H13 1.5878 6.1862 0.3821
H14 -0.1092 5.3577 2.4346
H15 -0.4220 4.9784 0.7737
H16 0.3023 2.9631 2.7746
H17 0.3778 2.7727 1.1049
H18 3.8030 3.6728 3.3979
H19 2.4313 2.6821 3.9000
H20 2.2361 4.4879 3.7249
C10 -2.9066 -2.6811 -4.8551
C11 -1.7113 -1.9997 -4.1449
C12 -1.1712 -2.7219 -2.9599
C13 0.0516 -2.0605 -2.2637
N2 0.8064 -2.8649 -1.1786
C14 1.6670 -4.0551 -1.8215
C15 2.8123 -4.3377 -0.8394
C16 2.9478 -3.1051 -0.0015
C17 1.9135 -2.1025 -0.4898
C18 -0.2210 -3.4147 -0.1305
H21 -2.7883 -3.7593 -4.9628
H22 -2.9718 -2.2296 -5.8450
H23 -3.8796 -2.4266 -4.4349
H24 -2.0520 -0.9906 -3.9132
H25 -0.9398 -2.0865 -4.9100
H26 -0.9567 -3.7877 -3.0387
H27 -1.9832 -2.6850 -2.2337
H28 -0.2410 -1.1485 -1.7434
H29 0.9488 -1.7954 -2.8229
H30 0.9889 -4.8478 -2.1377
H31 2.0337 -3.5998 -2.7414
H32 2.6059 -5.2738 -0.3205
H33 3.7252 -4.5317 -1.4023
H34 2.6555 -3.4280 0.9977
H35 3.9797 -2.7545 0.0116
H36 1.4116 -1.4434 0.2186
H37 2.4245 -1.4971 -1.2385
H38 0.3295 -3.9810 0.6207
H39 -0.9516 -4.0965 -0.5658
H40 -0.6171 -2.5399 0.3850
F1 -0.5635 0.1733 0.8865
C19 -2.7027 2.8577 2.1373
C20 -3.1632 1.5910 2.7623
O1 -2.3689 0.7290 3.1489
N3 -4.4748 1.3789 2.8329
C21 -5.1896 0.2416 3.3167
H41 -2.4098 2.5332 1.1388
H42 -1.8847 3.2085 2.7665
H43 -3.4514 3.6366 1.9930
H44 -5.0806 2.0493 2.3815
H45 -4.6021 -0.6133 3.6514
H46 -5.7207 -0.1677 2.4574
H47 -5.9064 0.4445 4.1124
C22 3.7411 2.0006 -3.3471
C23 2.3462 1.5575 -2.9844
O2 1.9885 0.4111 -3.2116
N4 1.4488 2.4654 -2.5499
C24 0.1540 2.0567 -2.0297
H48 3.9448 1.5813 -4.3324
H49 4.4690 1.6134 -2.6342
H50 3.7960 3.0850 -3.4437
H51 1.6862 3.4397 -2.4299
H52 -0.0167 1.0115 -1.7717
H53 -0.6143 2.3238 -2.7552
H54 -0.1196 2.6156 -1.1348
C25 -4.9737 -3.5004 2.9516
O3 -5.0904 -2.6120 1.8236
P1 -3.7603 -2.1170 1.0483
O4 -2.5751 -1.8543 1.9213
O5 -3.4518 -3.1918 -0.0906
C26 -4.5210 -3.5935 -0.9466
O6 -4.2882 -0.8770 0.1301
C27 -3.3755 -0.1522 -0.7423
H55 -3.9398 -3.5312 3.2952
H56 -5.3040 -4.4929 2.6452
H57 -5.5148 -3.0712 3.7949
H58 -4.3569 -4.5979 -1.3370
H59 -4.5863 -2.8115 -1.7031
H60 -5.5063 -3.5954 -0.4804
H61 -3.7366 -0.0195 -1.7621
H62 -2.4004 -0.6358 -0.8007
H63 -3.0850 0.8552 -0.4443

Forces on the atoms, in the same order (eV/Å):
Co -3.12 1.90 -3.43
C 0.26 0.28 0.17
C 0.51 -0.08 -0.51
C -1.17 -0.48 2.02
C 0.62 1.03 -1.34
N 0.19 2.00 0.39
C 0.07 -0.72 -0.43
C -0.23 1.01 -0.11
C -0.10 0.56 1.25
C 0.28 -1.76 -0.96
C -0.04 -0.91 -0.92
H 0.25 -0.16 -0.27
H -0.17 0.16 -0.23
H -0.33 -0.14 0.13
H -0.19 0.02 0.44
H 0.03 0.15 -0.15
H -0.25 0.03 -0.65
H 0.28 -0.03 0.25
H 0.30 -0.03 0.24
H -0.39 -0.11 -0.09
H 0.05 -0.61 0.41
H 0.05 -0.87 0.12
H -0.14 0.14 -0.14
H 0.02 0.30 0.26
H -0.20 -0.06 -0.01
H 0.28 -0.33 -0.15
H 0.25 0.54 0.38
H 0.15 -0.02 -0.27
H -0.13 0.09 -0.18
H -0.10 0.29 0.32
H 0.01 -0.23 -0.01
C -0.08 0.51 0.06
C -0.07 -1.09 -1.79
C 0.38 -0.17 2.61
C 1.15 0.30 0.63
N -0.80 -2.73 0.34
C -0.89 1.36 -0.25
C -0.57 -1.21 -1.72
C -0.77 -0.33 1.77
C -0.15 0.59 -0.87
C 1.87 0.35 -0.27
H -0.06 0.06 0.04
H 0.13 -0.25 -0.15
H 0.02 -0.32 0.48
H 0.70 0.20 -0.02
H 0.23 1.04 -0.05
H -0.08 -0.07 -0.88
H -0.04 -0.18 0.50
H -0.10 0.07 -0.01
H -0.70 0.29 -1.08
H 0.14 -0.13 0.46
H 0.10 0.03 0.02
H 0.05 0.29 0.43
H -0.12 0.00 -0.15
H 0.43 0.32 0.38
H -0.31 0.36 0.06
H 0.34 0.04 0.22
H -0.50 0.30 -0.29
H 0.22 -0.11 -0.12
H 0.02 0.54 -0.22
H -0.47 -0.04 -0.43
F 0.37 -1.23 2.49
C 0.01 -0.11 -0.15
C -2.14 0.15 -0.33
O 2.29 -1.70 1.04
N 0.51 0.87 -0.03
C -0.69 -1.78 -0.22
H 0.67 0.28 -0.05
H 0.06 0.20 -0.46
H -0.09 -0.17 0.36
H 0.22 0.29 0.19
H 0.63 0.56 0.08
H -0.40 0.06 0.12
H 0.13 0.47 -0.10
C -0.46 0.39 -0.24
C 0.13 -0.46 -1.18
O 0.04 -0.55 0.68
N -0.17 0.06 1.33
C -1.13 0.67 -0.34
H 0.13 -0.08 0.14
H -0.01 0.11 -0.05
H 0.25 0.02 0.22
H 0.18 -0.26 -0.18
H 0.88 0.01 -0.28
H -0.15 -0.14 -0.13
H 0.31 0.21 0.15
C 0.63 -0.05 0.57
O 1.73 1.42 -1.38
P -1.54 0.09 -1.49
O 0.54 -0.02 0.09
O 0.71 0.01 1.96
C -1.07 0.41 -0.87
O 0.48 -0.15 1.29
C 1.12 -0.13 -0.32
H 0.11 -0.25 -0.17
H -0.15 0.20 0.24
H -0.47 -0.22 -0.34
H 0.41 0.31 -0.03
H 0.03 -0.46 -0.48
H 0.20 -0.05 0.51
H -0.67 -0.57 0.23
H -0.09 -0.44 0.02
H -0.70 0.01 0.88

Question: What is the net charge in the second record?
Answer: +3

Question: What is the multiplicity in the second record?
Answer: 4

Question: E of number 1 (C27H62N2O5)?
Answer: -42215.5525 eV